Entry 1:
Here is a molecular structure, C30H57Br9HgN3O3 at a distorted geometry from the Open Molecules 2025 dataset. Energies are from ωB97M-V/def2-TZVPD.

Each line ends with the Löwdin charge.
Element x y z (Å)
Hg 0.35838 -0.18924 -1.06536  1.30
C 1.83600 -2.02504 2.92522  -0.04
C 0.79015 -1.29864 1.99413  -0.48
C -0.25562 -0.58096 2.83353  -0.18
C 0.21560 0.76323 3.47063  -0.17
C 0.98187 1.66703 2.44191  -0.14
C 2.08746 0.95957 1.67755  -0.48
N 1.54679 -0.31454 1.09860  -0.21
O 2.37835 -0.81764 -0.01637  -0.34
C 3.41532 0.67883 2.43942  -0.06
C 2.41761 2.02552 0.59016  -0.06
C 0.08568 -2.29684 1.10591  -0.08
H 2.69820 -2.36126 2.34932  0.05
H 1.32874 -2.90893 3.31192  0.07
H 2.24789 -1.50240 3.78853  0.05
H -0.55697 -1.20706 3.67335  0.05
H -1.13538 -0.23937 2.28816  0.08
H 0.82356 0.69070 4.37242  0.10
H -0.58672 1.43099 3.78443  0.07
H 1.51596 2.35323 3.09916  0.11
H 0.34683 2.31257 1.83519  0.11
H 4.05263 -0.12068 2.06163  0.00
H 3.33063 0.47344 3.50654  0.06
H 4.15666 1.47692 2.39999  0.08
H 1.60022 2.22686 -0.10225  0.06
H 3.21951 1.58124 0.00052  0.03
H 2.79366 2.97058 0.98201  0.09
H -0.38417 -3.05716 1.72981  0.09
H 0.70748 -2.80807 0.37099  0.08
H -0.78994 -1.84860 0.63636  0.05
C 1.87769 1.72574 -3.14841  -0.06
C 1.50712 0.43380 -3.99623  -0.40
C 2.79773 -0.47751 -3.80242  -0.17
C 2.56597 -1.87952 -4.25874  -0.21
C 1.31457 -2.51747 -3.59030  -0.13
C -0.01594 -1.74533 -3.91889  -0.52
N 0.25017 -0.34585 -3.52552  -0.26
O -0.85927 0.45435 -3.12937  -0.31
C -1.02013 -2.44445 -3.04042  -0.06
C -0.37354 -1.83018 -5.44075  -0.02
C 1.34258 0.96947 -5.48100  -0.04
H 0.96025 2.29628 -3.00385  0.07
H 2.57921 2.33906 -3.71392  0.07
H 2.37093 1.60304 -2.18417  0.03
H 3.11545 -0.65255 -2.77455  0.08
H 3.62553 -0.10077 -4.40317  0.11
H 3.34803 -2.57256 -3.94861  0.09
H 2.50519 -1.84699 -5.34655  0.10
H 1.45972 -2.59006 -2.51245  0.10
H 1.10686 -3.48594 -4.04531  0.11
H -0.69929 -2.63467 -2.01623  0.06
H -1.03057 -3.45174 -3.45679  0.08
H -2.00346 -1.98082 -2.96169  0.07
H 0.54089 -1.97669 -6.01559  0.05
H -0.82969 -0.90316 -5.78811  0.08
H -1.03311 -2.63120 -5.77457  0.07
H 0.44862 1.59304 -5.49134  0.08
H 1.18160 0.11693 -6.14081  0.05
H 2.19359 1.55099 -5.83560  0.07
C -4.13459 -0.50622 1.27898  -0.06
C -4.17273 0.18208 -0.12518  -0.48
C -5.56172 0.72185 -0.40268  -0.17
C -5.92941 1.94463 0.46609  -0.19
C -4.92945 3.10427 0.22909  -0.13
C -3.42310 2.58722 0.49636  -0.41
N -3.23791 1.33696 -0.27468  -0.14
O -1.80987 0.97494 -0.48087  -0.37
C -3.19295 2.54679 2.07961  -0.03
C -2.47531 3.77248 -0.12982  -0.04
C -3.91509 -0.95776 -1.17199  -0.05
H -4.57891 -1.50147 1.29155  0.07
H -4.72961 -0.03410 2.06075  0.05
H -3.17536 -0.82834 1.68421  0.05
H -6.31125 -0.02781 -0.14909  0.11
H -5.59887 0.98945 -1.45867  0.12
H -5.87607 1.63893 1.51098  0.08
H -6.95889 2.20799 0.22338  0.10
H -5.12567 3.83486 1.01384  0.10
H -5.08033 3.47602 -0.78439  0.11
H -3.24575 3.50645 2.59379  0.07
H -2.24704 2.13245 2.42844  0.05
H -4.01405 1.95501 2.48421  0.04
H -2.57708 3.79954 -1.21473  0.07
H -1.42594 3.86980 0.14850  0.05
H -2.84383 4.73120 0.23508  0.05
H -4.74927 -1.63777 -1.34469  0.07
H -3.09240 -1.54217 -0.75999  0.05
H -3.63217 -0.61351 -2.16675  0.07
C 6.95693 -3.08601 3.99346  -1.48
Br 5.47735 -1.82949 3.55066  0.59
Br 8.60138 -2.09153 4.00367  0.53
Br 7.15328 -4.47132 2.54765  0.49
H 6.73886 -3.53012 4.96470  -0.02
C -3.26987 0.40238 6.77315  -1.42
Br -4.28068 -0.74212 8.03843  0.49
Br -4.39159 2.03809 6.46457  0.49
Br -2.83249 -0.51293 4.98482  0.61
H -2.39386 0.68314 7.35785  -0.03
C 5.85935 -0.70204 -0.58553  -1.50
Br 5.77185 -2.27239 -1.71106  0.58
Br 5.83286 0.98805 -1.65356  0.54
Br 7.41415 -0.77008 0.66125  0.48
H 4.95410 -0.81717 0.01060  -0.07

Summary:
Calculated total energy   -24886.45542 Ha
Strongest force on any atom   3.389 eV/A
E_HOMO   -2.99 eV
Relative energy (zero: lowest compared OMol25 entry of this formula, charge and spin)   296.8 kJ/mol
Charge   -1

---

Entry 2:
Here is a molecular structure, C30H57EuN10O6SSe2SiTe2 at a distorted geometry from the Open Molecules 2025 dataset. Energies are from ωB97M-V/def2-TZVPD.

Each line ends with the Mulliken spin population.
Element x y z (Å)
Eu 1.30938 0.60384 0.18893  7.07
Se 4.73951 -3.25899 -2.29511  0.00
Te 4.27355 -1.79979 -0.26366  0.00
Te 5.25308 0.66557 -1.23156  0.00
Se 4.37058 2.04552 0.67955  -0.01
N -3.89936 -8.35795 1.77575  0.00
C -3.09873 -7.28300 1.31856  0.00
C -2.59197 -6.33878 2.26439  0.00
C -1.87030 -5.25444 1.79923  0.00
C -1.51298 -5.18002 0.44340  0.00
C -1.91656 -6.13061 -0.47650  0.00
C -2.66659 -7.21795 0.00223  0.00
S -0.78651 -3.65617 -0.17201  0.00
O -0.83502 -3.75122 -1.64515  0.00
O -1.51707 -2.56185 0.45214  0.00
N 0.68639 -3.55193 0.39120  0.00
C 1.63612 -4.53962 0.14654  0.00
N 2.68117 -4.43527 1.01084  0.00
C 3.63028 -5.37430 0.86639  0.00
C 3.56287 -6.44800 0.01151  0.00
C 2.49794 -6.34998 -0.90018  0.00
N 1.56154 -5.36198 -0.90193  0.00
H -3.74542 -8.56364 2.78402  0.00
H -3.91969 -9.20831 1.22957  0.00
H -2.71607 -6.52209 3.34233  0.00
H -1.52031 -4.44573 2.44343  0.00
H -1.67785 -5.88641 -1.50822  0.00
H -2.86065 -8.10388 -0.59842  0.00
H 4.43620 -5.32047 1.53821  0.00
H 4.32239 -7.20516 -0.11965  0.00
H 2.32983 -7.16161 -1.64746  0.00
C -2.82602 1.15157 -0.27248  -0.01
C -2.70035 1.79859 -1.65619  0.00
C -4.04065 2.11738 -2.27055  0.00
C -1.90635 0.88220 -2.56584  0.00
O -2.13030 3.06885 -1.51014  0.00
Si -0.59719 3.59714 -1.18671  0.01
O 0.23475 2.50915 -0.36480  -0.06
O -0.82421 5.11493 -0.58914  0.00
C -1.00463 5.69153 0.72054  0.00
C 0.35761 5.83645 1.38075  0.00
C -1.90086 4.80065 1.51750  0.00
C -1.60278 7.08207 0.40452  0.00
O 0.00217 3.87160 -2.70803  0.00
C 1.22627 4.49481 -3.02047  0.00
C 1.87111 3.65481 -4.16184  0.00
C 0.97097 5.89780 -3.60668  0.00
C 2.21356 4.71682 -1.83689  0.00
H -3.20044 0.15545 -0.38263  0.00
H -3.56067 1.62625 0.36346  0.00
H -1.81938 1.19714 0.24056  0.02
H -4.64409 1.19792 -2.52826  0.00
H -3.86860 2.88422 -3.07215  0.00
H -4.63204 2.67587 -1.51293  0.00
H -2.50477 -0.00850 -2.80134  0.00
H -0.92003 0.66371 -2.10808  0.01
H -1.74101 1.31670 -3.53466  0.00
H 0.92005 4.94928 1.07907  0.00
H 0.21161 5.94295 2.50892  0.00
H 0.80800 6.71349 0.95317  0.00
H -1.40951 3.91652 1.90303  0.00
H -2.81446 4.46080 1.03343  0.00
H -2.20925 5.29771 2.44682  0.00
H -0.94970 7.67623 -0.22624  0.00
H -1.81587 7.54759 1.31330  0.00
H -2.51168 6.90978 -0.12341  0.00
H 1.06258 3.25953 -4.91582  0.00
H 2.49803 2.84253 -3.72287  0.00
H 2.51629 4.34524 -4.69074  0.00
H 0.11999 5.81501 -4.30963  0.00
H 1.86884 6.25825 -4.10368  0.00
H 0.65012 6.68263 -2.88920  0.00
H 2.72857 3.87885 -1.45131  0.00
H 1.67799 5.19120 -0.99523  0.00
H 3.00776 5.43740 -2.10606  0.00
C -0.97487 0.37345 2.75723  0.02
N -1.32340 0.09498 4.12045  0.00
C -0.41164 0.87114 4.93458  0.00
N 1.10266 0.54176 4.74127  0.00
C 1.35434 0.85067 3.32476  0.02
N 0.45881 0.05268 2.51036  -0.04
C 0.66718 -1.41123 2.80619  0.01
N 0.31472 -1.72802 4.22725  0.00
C -1.09512 -1.38717 4.42544  0.00
C 1.26801 -0.90782 4.93780  0.00
H -1.08652 1.41457 2.52550  -0.01
H -1.61663 -0.24405 2.11113  -0.01
H -0.61449 0.68353 6.00970  0.00
H -0.50708 1.93119 4.73587  0.00
H 2.38280 0.64738 3.02900  -0.01
H 1.22306 1.94771 3.11713  0.00
H 1.67228 -1.79114 2.60336  -0.01
H 0.03361 -1.95960 2.13821  0.01
H -1.34531 -1.56084 5.46611  0.00
H -1.66940 -2.02190 3.77557  0.00
H 2.30342 -1.16725 4.66290  0.00
H 1.30153 -1.16022 6.03692  0.00
N 1.29213 -2.46710 -2.66846  0.00
C 0.85240 -1.42856 -3.61546  0.00
C 1.90662 -0.32620 -3.60539  0.00
N 1.77612 0.53199 -2.44430  0.00
H 0.64189 -3.26378 -2.52184  0.00
H 1.46877 -2.07439 -1.77424  0.00
H 2.28583 -2.80303 -2.90162  0.00
H -0.14451 -1.10612 -3.39401  0.00
H 0.90585 -1.85213 -4.61055  0.00
H 1.85435 0.18091 -4.59379  0.00
H 2.89917 -0.89814 -3.48238  0.00
H 1.14113 1.30344 -2.67490  -0.01
H 2.71515 0.96742 -2.27930  0.00

Summary:
Calculated total energy   -8913.59213 Ha
Strongest force on any atom   2.423 eV/A
E_HOMO (spin up / spin down)   -3.89 / -3.90 eV
2S+1   8
Charge   -1

---

Entry 3:
Here is 7 unconnected molecules or ions with the total composition C30H58BCl3FO10P at a distorted geometry from the Open Molecules 2025 dataset. Energies are from ωB97M-V/def2-TZVPD.

Each line ends with the Löwdin charge.
Element x y z (Å)
C -0.49590 5.30516 -2.28905  0.00
B -0.27247 5.45724 -0.70653  -0.46
O -0.27656 6.79016 -0.22936  0.08
C -0.00741 4.20046 0.32342  -0.45
O 1.38161 3.70904 0.35765  -0.07
C 2.20079 4.23820 -0.57451  -0.57
O 2.37541 3.75036 -1.61567  0.22
F 2.93643 5.35418 -0.31228  0.12
C -0.31280 4.78799 1.79356  -0.60
Cl 1.20422 5.63687 2.34954  0.73
C -0.62323 3.71204 2.88941  -0.72
C 0.62571 2.94755 3.45365  -0.20
Cl -1.28617 4.66089 4.33183  0.56
P -1.11130 2.72213 -0.10678  0.70
O -0.92373 2.31402 -1.69597  -0.34
Cl -0.43871 0.99490 0.92082  0.28
H -0.18504 6.21055 -2.84767  0.08
H 0.05185 4.41909 -2.69305  0.06
H -1.57771 5.09212 -2.50424  0.08
H -1.22681 6.99193 -0.11021  0.12
H -1.17725 5.48640 1.77635  0.10
H -1.44727 3.01553 2.63041  0.06
H 0.29431 1.95144 3.82591  0.07
H 1.42247 2.76154 2.70409  0.06
H 1.08236 3.54411 4.26960  0.05
H -1.63355 1.67977 -1.94933  0.04
C 4.36967 0.89462 6.42060  -0.17
C 3.99921 0.95701 4.94881  -0.17
C 2.90739 -0.09379 4.85829  -0.21
O 2.24826 -0.11909 6.13034  -0.14
C 3.02219 0.63296 7.07246  -0.21
H 4.85332 1.79859 6.79105  0.11
H 5.04118 0.04998 6.59881  0.11
H 3.59003 1.94342 4.70959  0.11
H 4.83447 0.76294 4.27580  0.11
H 3.32701 -1.08917 4.67926  0.12
H 2.18108 0.12421 4.07227  0.10
H 2.49041 1.56931 7.27463  0.12
H 3.10757 0.07360 8.00562  0.12
C 3.00770 -0.12518 -0.63708  -0.17
C 3.13537 -1.55331 -1.13824  -0.17
C 4.13593 -2.14175 -0.15786  -0.20
O 3.94780 -1.45449 1.08479  -0.15
C 3.10925 -0.31283 0.86621  -0.22
H 2.08467 0.36798 -0.94296  0.10
H 3.84976 0.47237 -0.99768  0.12
H 2.17347 -2.06687 -1.04461  0.10
H 3.46160 -1.62806 -2.17571  0.11
H 5.16581 -1.96715 -0.48759  0.12
H 3.99662 -3.21410 -0.00728  0.11
H 2.12876 -0.52561 1.30600  0.07
H 3.53221 0.55922 1.36964  0.12
C -1.98425 -0.58887 -5.79226  -0.17
C -3.23090 -1.14435 -5.12622  -0.17
C -2.95544 -0.86289 -3.65985  -0.19
O -2.14984 0.32505 -3.61179  -0.17
C -1.68553 0.62867 -4.93585  -0.20
H -2.12038 -0.34353 -6.84520  0.11
H -1.16790 -1.31192 -5.71229  0.12
H -4.10933 -0.58290 -5.45658  0.12
H -3.40543 -2.20037 -5.33029  0.12
H -2.38502 -1.67538 -3.19868  0.12
H -3.86889 -0.70896 -3.08308  0.12
H -2.23276 1.50824 -5.29076  0.12
H -0.62234 0.87045 -4.90455  0.12
C 0.55137 -4.58840 2.14314  -0.16
C 0.14495 -3.20241 1.67435  -0.17
C -0.54157 -3.50689 0.35359  -0.21
O -1.12486 -4.80834 0.48183  -0.14
C -0.61795 -5.43331 1.66968  -0.20
H 0.71882 -4.65774 3.21772  0.12
H 1.46819 -4.89910 1.63375  0.11
H -0.57226 -2.76802 2.37686  0.12
H 0.98139 -2.51029 1.56957  0.09
H 0.17995 -3.54053 -0.47119  0.11
H -1.31836 -2.78028 0.10620  0.11
H -1.42364 -5.44766 2.41214  0.12
H -0.33035 -6.46286 1.44837  0.11
C -5.46518 6.45884 -3.77079  -0.17
C -6.09740 5.98180 -2.47609  -0.17
C -4.88300 5.80081 -1.58293  -0.21
O -3.90641 6.76214 -2.00958  -0.16
C -4.32391 7.32212 -3.26290  -0.20
H -6.15103 7.00111 -4.42134  0.11
H -5.06922 5.60463 -4.32749  0.11
H -6.74698 6.76235 -2.07052  0.12
H -6.68612 5.07092 -2.58326  0.11
H -4.44732 4.80220 -1.70176  0.11
H -5.11171 5.95682 -0.52715  0.12
H -4.65529 8.34931 -3.07842  0.12
H -3.47784 7.34815 -3.95157  0.12
C 1.26637 -9.67539 -1.47885  -0.18
C 0.02920 -10.22580 -0.79276  -0.18
C 0.33005 -9.94300 0.66889  -0.20
O 1.13864 -8.76014 0.70376  -0.15
C 1.58108 -8.45880 -0.62593  -0.21
H 1.11402 -9.43004 -2.52990  0.11
H 2.08225 -10.40072 -1.41200  0.11
H -0.85254 -9.66154 -1.10912  0.12
H -0.15246 -11.28172 -0.99332  0.11
H 0.90532 -10.75776 1.12147  0.12
H -0.57350 -9.78530 1.26050  0.12
H 1.02962 -7.57777 -0.97280  0.12
H 2.64569 -8.21911 -0.61148  0.12

Summary:
Calculated total energy   -3776.88798 Ha
Strongest force on any atom   2.302 eV/A
E_HOMO   -9.07 eV
SMILES string   CB(O)[C@@](OC(=O)F)([C@H](Cl)[C@@H](C)Cl)P(O)Cl.C1CCOC1.C1CCOC1.C1CCOC1.C1CCOC1.C1CCOC1.C1CCOC1

---

Question: calculated total energy of number 1 (C30H57Br9HgN3O3)?
Answer: -24886.45542 Ha

---

Question: Among the records above, which one has the highest strongest force on any atom?
Answer: C30H57Br9HgN3O3